# 1
C40H60O30 | the ωB97M-V functional and the def2-TZVPD basis

Element x y z (Å)
H: 9.6031 -10.4484 -7.5696
H: 5.3122 -18.9329 -9.9005
O: 10.5623 -12.4988 -10.3328
H: 12.7046 -14.5410 -8.5625
H: 3.9738 -9.2634 -15.5700
O: 7.6984 -16.9733 -9.2279
H: 4.5263 -15.2125 -19.6903
H: 2.9509 -7.8820 -17.1975
O: 4.3472 -7.5542 -18.6348
H: 2.5300 -8.5385 -18.8227
O: 5.9324 -16.2763 -13.8199
C: 13.3954 -14.3964 -9.3987
H: 10.3083 -7.6895 -16.6934
H: 10.5269 -14.3339 -11.2361
H: 6.7125 -18.2841 -8.0110
O: 7.3645 -9.4177 -4.5939
C: 10.1801 -17.7777 -15.4675
O: 9.5818 -16.6178 -15.1346
H: 6.0134 -14.4852 -12.1030
C: 9.3474 -8.0091 -16.2860
O: 6.5836 -17.7185 -10.9869
H: 4.7257 -16.2988 -7.9115
H: 3.4897 -14.5745 -16.1347
H: 12.3544 -16.3130 -11.9927
O: 0.7576 -13.4258 -19.5451
C: 6.5071 -17.4143 -8.6413
H: 7.4636 -17.6084 -13.4128
H: 5.9341 -19.2350 -13.4937
C: 12.4616 -16.8264 -12.9443
O: 5.4113 -9.4182 -18.1246
C: 4.1694 -13.9954 -16.7582
O: 5.3382 -10.0397 -10.4745
C: 5.8820 -19.3298 -15.6507
H: 8.3930 -8.7312 -8.6550
O: 12.7115 -12.2645 -10.3534
H: 10.7743 -15.1876 -14.2935
C: 5.5359 -8.2001 -18.6270
H: 6.4455 -13.6213 -10.6056
H: 12.8737 -14.0195 -11.4394
O: 9.9159 -18.4572 -16.4093
H: 12.9248 -16.1813 -13.6942
H: 2.8830 -7.7261 -7.7877
H: 3.5753 -15.9732 -18.3864
H: 8.4472 -12.7719 -7.9952
C: 8.0752 -11.8278 -8.3854
H: 6.2035 -16.3136 -6.8141
C: 4.4071 -9.5638 -9.9005
C: 6.2981 -12.3224 -12.2786
O: 4.5277 -17.9008 -14.2222
H: 7.7530 -10.3038 -14.7396
C: 11.1165 -17.2365 -13.5013
C: 6.6019 -13.6681 -11.6842
C: 8.4348 -13.0092 -12.9257
H: 4.6848 -13.1165 -18.5927
C: 5.8118 -16.3163 -7.8297
C: 8.5215 -10.5946 -7.6177
H: 6.8899 -9.4133 -8.5398
H: 9.2037 -7.4325 -15.3658
O: 6.5666 -7.6253 -18.8133
H: 8.3870 -11.7093 -9.4238
O: 7.3969 -12.1732 -13.2014
O: 11.3962 -10.4552 -9.9894
C: 3.1766 -8.6554 -8.2742
H: 4.8610 -11.4010 -13.6637
H: 8.5898 -7.5517 -16.9288
C: 3.3166 -8.3944 -18.0863
H: 0.2489 -9.3265 -8.5321
H: 7.1172 -9.0656 -15.7690
O: 3.1262 -9.7956 -10.2459
C: 4.0442 -10.0932 -16.2769
O: 8.0414 -10.7807 -6.2716
C: 10.2651 -16.0986 -13.9741
O: 8.5788 -16.6989 -11.2347
H: 4.9013 -10.7181 -16.0383
C: 2.2313 -9.0569 -9.4220
C: 7.6557 -9.5900 -5.7224
H: 13.0991 -17.7079 -12.8769
C: 4.6516 -16.6574 -13.7874
H: 6.0599 -15.3063 -8.1771
C: 11.5521 -11.6273 -10.2042
O: 7.6436 -8.6559 -6.7026
C: 1.8431 -13.7846 -19.2220
H: 3.0901 -10.6088 -16.1313
H: 9.5358 -15.7880 -13.2267
H: 6.8738 -19.7808 -15.7352
H: 5.2137 -14.2409 -16.5302
H: 13.7105 -15.4071 -9.6522
H: 5.7937 -18.5665 -16.4216
H: 10.0269 -9.8582 -15.4939
C: 4.0779 -9.7083 -17.7631
O: 2.6031 -13.1771 -18.2987
O: 3.7293 -15.9497 -13.4835
H: 14.2528 -13.7725 -9.1659
O: 4.4455 -8.6800 -8.9059
C: 5.6781 -17.9149 -9.8466
H: 6.9846 -11.8192 -8.3331
C: 11.0008 -13.8370 -10.3900
O: 8.1747 -11.4784 -18.7449
C: 1.0773 -9.9186 -8.9288
H: 6.3920 -11.5590 -11.5161
H: 5.2026 -20.1764 -15.5982
C: 12.5426 -13.6700 -10.4573
O: 11.2514 -18.0081 -14.6856
C: 7.8073 -9.9112 -15.7544
O: 9.3083 -10.0257 -17.5059
H: 1.8510 -8.1442 -9.8788
C: 3.6726 -15.0944 -19.0227
H: 3.5504 -10.4898 -18.3103
H: 1.2584 -10.6736 -8.1648
H: 10.5439 -17.8153 -12.7667
C: 7.7250 -17.1924 -10.5533
H: 10.7150 -14.4725 -9.5446
C: 9.2359 -9.4937 -16.1458
H: 4.1810 -13.0208 -16.2496
C: 3.9201 -13.7956 -18.2166
C: 8.2898 -10.8433 -17.7291
C: 7.7978 -9.3078 -7.9382
O: 9.5407 -12.9800 -13.3723
C: 6.7742 -17.3652 -14.2160
H: 5.0185 -13.1131 -13.8659
C: 5.0222 -12.3263 -13.1130
H: 0.6321 -10.4246 -9.7891
H: 4.8693 -17.1896 -9.9357
O: 2.5029 -14.8149 -19.7479
H: 3.1409 -9.3562 -7.4353
O: 7.4436 -10.8987 -16.7160
O: 7.9875 -13.8378 -11.9634
H: 4.2457 -12.4758 -12.3580
C: 5.8066 -18.5571 -14.3393
H: 7.2522 -17.1546 -15.1677

Calculated values
- HOMO level: -0.3784 hartree
- ΔE to the lowest compared entry with this formula, charge and spin: 42.75 kcal/mol
- SMILES: C[C@H]1COC(=O)O1.C[C@H]1COC(=O)O1.C[C@H]1COC(=O)O1.C[C@H]1COC(=O)O1.C[C@H]1COC(=O)O1.C[C@H]1COC(=O)O1.C[C@H]1COC(=O)O1.C[C@H]1COC(=O)O1.C[C@H]1COC(=O)O1.C[C@H]1COC(=O)O1

---

# 2
C40H61BN7OOsPS4 | the ωB97M-V functional and the def2-TZVPD basis

Element x y z (Å)
H: 1.0905 -5.0779 -2.6899
C: -0.6170 -3.1881 -1.8776
C: 2.6452 1.5765 -1.3524
C: -0.4549 -3.8236 1.2684
S: -2.3657 -1.2742 0.9670
C: -2.7120 -0.6799 2.5325
H: -5.7218 -0.0972 -1.4966
H: 4.4399 0.6369 0.8384
C: -1.0911 4.4797 -1.8359
C: 3.8619 3.0835 -2.3902
C: -2.4049 -5.1712 2.7544
S: 0.7136 2.6081 0.9829
C: -1.8358 -4.0102 3.2473
H: -4.6550 1.3012 -1.4210
C: 0.8273 -3.3861 -1.4008
N: -2.4729 0.0220 -2.5511
C: -3.9350 -1.9258 -2.3893
H: -0.7292 -5.4253 -0.1464
H: 0.9450 -5.5488 -0.9987
H: 5.7651 0.5565 -2.6876
C: 2.3561 -3.4097 1.3510
C: -0.6283 4.5668 2.8220
H: -3.0713 5.5742 2.8186
C: 1.3483 -4.7975 -1.6687
H: -4.9715 -2.2500 -2.4092
H: -3.4429 0.6828 6.0539
H: -3.5014 -2.2271 -1.4390
H: 4.4883 -3.1132 1.2790
N: 1.8133 2.3154 -2.1129
H: 1.9959 -1.6901 2.6433
H: -0.6487 -3.1718 -2.9665
H: 4.7278 3.6251 -2.6988
C: -2.0144 0.3928 4.5115
H: -4.7390 -1.2949 2.4758
H: 3.2091 -5.1723 2.2221
H: 2.6250 -5.4276 0.5848
C: -3.9924 -0.8082 3.0805
C: 6.1836 1.3327 -2.0502
H: -0.9868 -2.2237 -1.5098
H: -0.4464 -2.4287 2.8952
C: -1.2734 5.3021 1.6539
S: 2.1793 0.1877 -0.4813
H: -3.3023 5.9057 1.1116
C: -1.4939 5.2309 -0.7929
H: -3.1589 4.2363 1.6718
O: -0.5072 0.0069 2.8536
C: 3.6193 -2.9214 0.6481
H: 4.8351 -0.4278 -0.5224
C: -0.7804 6.7534 1.6342
H: 2.1427 3.9663 -3.4252
H: 0.1468 2.8610 -3.4173
H: 7.1192 0.9655 -1.6379
H: 1.7499 -2.7820 -3.2507
H: -1.2929 -3.9614 -1.5254
H: -4.3221 -0.1265 -0.4280
N: -0.2876 3.4793 -1.3587
H: 6.1204 0.2895 0.4450
H: -2.4193 -6.5721 1.1372
C: -1.6409 -0.3597 -3.5773
N: -0.5395 1.0900 -2.3188
Os: -0.0462 -0.0993 0.6195
H: -4.0417 -0.4183 -4.7181
C: 2.2859 -2.7423 2.7302
C: -4.6855 0.2150 -1.3922
H: 6.4095 2.2011 -2.6625
S: -2.2472 1.5539 -0.2876
H: -4.4679 1.1213 -3.9619
C: -1.9943 -5.6614 1.5307
H: -2.1341 6.0857 -0.7821
H: -2.1465 -3.6216 4.2066
H: 4.9512 3.1277 0.6575
C: 2.5767 3.2566 -2.7525
H: 3.7802 -3.4388 -0.2961
C: -1.7702 0.8821 -1.7730
C: -3.8853 -0.4035 -2.5318
C: 2.4105 -4.9263 1.5227
C: -4.2748 -0.3364 4.3402
H: 1.2537 -1.4308 -2.2356
H: 3.5566 -1.8504 0.4680
H: 2.4314 -4.8176 -1.5857
C: 1.6921 -2.4258 -2.2229
H: -3.1485 -5.7008 3.3258
H: -5.2612 -0.4497 4.7601
H: -1.1754 0.8494 5.0162
H: -0.9802 3.5397 2.8764
H: 2.7009 -2.3499 -1.8302
C: -4.5190 0.0395 -3.8570
H: -0.9772 7.2218 2.5945
H: 5.8288 3.7524 -0.7421
H: -3.4080 -2.4279 -3.1950
H: -1.9398 -1.0607 -4.3260
B: 0.2849 2.4290 -2.3162
H: -1.2847 7.3363 0.8686
C: -0.2143 3.6220 -0.0162
H: 1.4779 -5.3167 1.9228
C: 5.2123 1.6645 -0.9100
H: 0.4049 0.2775 -4.0575
P: 0.8085 -2.7989 0.4160
N: -0.9464 4.7011 0.3503
C: -1.0283 -4.9967 0.7942
C: -0.8769 -3.3430 2.5099
H: -1.3155 4.5727 -2.8764
C: 5.6846 2.8821 -0.1082
H: -0.8994 5.0707 3.7467
N: -1.7380 -0.0894 3.2852
H: 1.5722 -3.2537 3.3715
H: -5.5653 -0.2502 -3.8623
N: 3.9160 2.0271 -1.5127
C: -2.7981 5.2522 1.8180
C: 5.1339 0.4626 0.0215
H: 6.6288 2.6581 0.3783
C: -3.2629 0.2921 5.0670
H: 0.4552 4.5661 2.7390
C: -0.4692 0.2953 -3.4377
H: 0.2908 6.7858 1.4489
H: 3.2609 -2.7864 3.2128

Calculated values
- Expectation value of S²: 0.76
- HOMO level (spin up / spin down): -0.3353 / -0.3413 hartree
- Spin multiplicity: 2
- ΔE to the lowest compared entry with this formula, charge and spin: 66.40 kcal/mol
- Total charge: +1

---

# 3
C40H61N5O10S | the ωB97M-V functional and the def2-TZVPD basis

Element x y z (Å)
O: 8.9177 -1.4547 -1.1096
H: -8.0928 -1.5786 3.4283
H: 5.7310 1.2104 -2.7217
H: -2.4701 2.2989 5.0933
H: -7.4539 1.2616 -2.6043
C: 5.7258 0.2893 -0.7329
H: -1.2097 2.2461 2.9082
O: -1.3729 0.6432 -0.5086
N: -2.9371 -1.3223 -1.6403
H: 8.1741 -2.2983 0.6235
H: 6.7542 0.5655 -0.4731
C: 3.9736 4.6859 -2.5275
N: -3.1292 -3.5104 0.2791
H: -5.2115 -0.2812 -2.3214
H: 2.0909 7.0498 -3.7954
H: 3.7026 7.3605 -3.1196
H: 10.7182 -4.5770 -2.5821
H: 4.7764 4.1515 -3.0459
C: -6.2102 3.8549 1.7030
H: 11.3552 -3.3507 -3.6960
C: -0.3701 0.1027 -1.3207
H: -8.6069 -0.8356 -0.8326
C: -1.8803 -1.9505 -1.1759
C: -7.9795 -2.8183 0.5038
C: 10.2111 -1.0253 -0.7039
H: -6.8227 0.3007 1.7697
C: -7.6024 3.0257 0.2249
O: -6.2074 0.0719 3.7615
C: -5.3103 -1.0813 -1.5784
H: -0.6033 -3.4138 2.3510
C: -3.7883 0.6199 3.6230
C: 3.1614 -0.4890 -1.3111
H: -4.6389 -1.3132 3.9793
O: 3.2349 5.3873 -3.5191
C: -6.6167 -2.4579 -0.1197
H: -0.5402 -0.1648 0.9944
C: 1.4712 -3.4940 1.5501
H: -3.5195 0.3557 2.5772
H: 11.0631 -1.1069 -2.6887
H: 3.7395 3.1118 -1.1037
C: -0.0358 -3.1608 1.4391
C: -0.5337 -1.4614 -1.6873
H: -1.0100 -4.8370 0.4505
H: 0.0361 1.4122 0.5675
H: 9.2370 -3.3657 -0.3388
O: -4.0536 2.0147 3.7058
H: 3.0490 -3.4591 0.3448
C: -2.0018 -3.0558 -0.2363
C: 10.7730 -3.5073 -2.7819
C: 2.8426 6.6828 -3.0973
C: -6.4957 -0.4791 2.4803
O: 5.5649 -0.7669 1.4399
H: 10.4380 -1.3764 0.3074
H: 9.7587 -3.1271 -2.9237
C: -7.8051 -0.6180 -1.5532
N: -7.1979 4.2044 -0.1969
C: -0.0150 0.3778 0.1967
H: 3.4817 -1.7873 1.8815
H: -6.9463 -2.6575 2.6402
C: -5.4977 -3.1249 0.3033
H: 10.1931 0.0691 -0.6843
H: -8.1677 -0.9717 -2.5343
C: -4.9105 -0.2611 4.2070
N: -6.3444 4.7075 0.7114
H: -0.1028 -2.0663 1.3252
S: -8.6876 1.8908 -0.5815
H: 1.8144 -3.0255 2.4975
H: 0.8856 4.5927 -2.6920
C: 0.8303 4.2915 -1.6430
H: -5.6391 -3.9063 1.0585
C: 8.4695 -2.5900 -0.3912
C: -2.9601 2.7528 4.2107
H: -4.8974 -0.1341 5.3028
H: -1.2300 3.8682 3.6237
C: -0.7217 -3.7964 0.2106
H: 2.6648 2.9654 -2.5011
H: 5.7760 -1.7087 1.3786
C: -4.1952 -2.7916 -0.1960
C: 5.1795 0.6470 -1.9624
O: 11.4213 -2.8901 -1.6821
H: -0.5690 -1.4466 -2.7870
C: 11.2783 -1.4764 -1.6816
C: -7.4586 -1.6856 2.5253
H: 3.3796 0.4808 -3.2025
H: 1.6186 -4.5853 1.5646
H: 12.2399 -1.0575 -1.3691
H: 2.0334 -0.9339 1.3272
H: 2.1491 -0.8173 -1.5607
H: 0.3416 -1.9596 -1.2575
H: -3.3741 3.7187 4.5575
H: 0.1169 0.7562 -2.0688
H: -6.4830 1.1244 -1.1517
C: 3.6627 -0.8311 -0.0548
H: 4.4358 5.3825 -1.8215
C: -4.1304 -1.7505 -1.1324
H: -7.9322 -3.7983 1.0104
O: 2.1047 4.3151 -1.0213
H: 7.5997 -2.9944 -0.9094
H: -0.0686 -3.8665 -0.6748
O: -6.9904 2.8067 1.4054
C: 3.1101 3.6762 -1.7982
C: -7.4768 0.9013 -1.5606
H: -5.5305 -0.8500 2.0724
C: 4.9917 -0.4247 0.2147
O: -8.3158 -1.7467 1.3894
H: 2.4104 6.6718 -2.0942
N: 2.2515 -2.8333 0.4657
C: -1.8719 3.0874 3.1681
C: 2.8596 -1.5891 0.9904
H: 0.1837 4.9904 -1.1139
H: -2.8750 0.3921 4.2158
C: -6.5589 -1.3937 -1.0990
H: -2.2797 3.5528 2.2537
H: -5.5774 3.9402 2.5797
H: 0.3967 3.2875 -1.5726
H: -8.7380 -2.9045 -0.2912
C: 3.8726 0.2403 -2.2555

Calculated values
- HOMO level: -0.3273 hartree
- SMILES: CCOCCOCCOCc1cc2nc(CCCNCc3ccccc3O)c(C[C@@H]3CO3)nc2cc1CCSc1nnco1.COCCOC.COCCOC

---

# 4
C40H62BBrINO9S | the ωB97M-V functional and the def2-TZVPD basis

Element x y z (Å)
H: 2.9346 -2.1091 -1.6741
C: 0.0701 2.2047 1.2719
H: -3.5268 -11.4029 4.4917
H: 1.2160 1.7977 3.0415
C: 1.5156 -0.5710 -2.1842
H: -3.4072 -8.2779 0.2279
H: 7.5325 0.5720 -0.0566
H: 8.6657 0.2621 1.2500
H: 3.9693 3.1803 1.1530
C: 0.1560 -3.6492 -1.7542
H: -1.2401 6.6655 0.4070
C: -0.2928 1.3772 -1.4890
H: -4.3715 3.4808 5.5322
H: -2.1603 6.2775 -1.0569
C: 1.8745 6.2487 -0.6652
H: -3.5210 0.7310 -0.9926
C: 3.3937 2.7471 0.3187
H: 1.9762 -2.4286 -3.1435
H: -4.2086 2.7464 3.2923
S: -1.4056 2.6739 -0.9396
C: -1.3685 5.1057 5.1763
H: -5.0976 -6.8516 -0.9440
H: -4.0449 -9.1183 -1.1938
H: -3.4329 6.4418 3.4975
H: -0.8511 8.3958 -1.3719
H: 8.4907 1.9088 0.6116
H: -3.9690 7.2712 -0.0249
H: -2.5930 8.7293 -1.4122
B: -1.9598 0.7506 -3.3405
I: 6.2705 -2.4784 -2.6792
H: 2.2721 3.6348 -1.3805
H: 3.8295 4.3430 -1.0035
Br: -0.4362 1.7209 5.3528
H: 10.5818 0.8217 -0.2584
H: 3.8766 -1.7960 -4.2654
C: -0.7906 -2.3575 -3.7206
H: -2.1532 1.0853 -5.2019
C: 2.9182 3.9218 -0.5397
H: 2.7196 0.1567 -0.5987
C: -0.8281 2.0853 3.5152
C: -3.5708 -10.3102 2.6241
H: -1.1111 4.4666 6.0291
H: -0.8135 -4.9540 -4.7149
C: -0.5647 0.5443 -2.5559
C: -3.2562 -11.5475 3.4444
H: 8.7766 -1.0452 -1.3744
H: -1.6699 9.1014 0.0357
H: -0.7116 4.9512 4.3133
O: -3.0377 -0.0127 -2.9007
C: -3.2584 5.3596 3.4235
C: -1.2307 2.4687 0.8331
N: 1.1212 2.1501 0.3301
C: -2.1176 2.3629 3.0869
H: -3.2696 2.7664 1.3015
C: 0.2345 2.0150 2.6214
C: 2.3212 5.0896 0.2859
C: 2.5131 -1.6591 -2.5870
C: -2.2811 2.5518 1.7088
C: 4.9240 -0.7965 -2.5921
C: 0.4942 -6.0333 -1.7876
H: 3.3283 -0.1196 -3.8672
O: -3.2050 -10.4968 1.2590
H: -3.4156 5.5139 5.5525
H: -3.0116 -9.4527 2.9969
C: 8.5110 0.8503 0.3446
C: -1.7692 8.3857 -0.7817
H: 0.9307 -4.8238 -0.1054
O: -3.3318 -5.8388 -0.8861
H: -2.4159 5.2523 2.7244
H: -4.1759 1.6691 -2.3767
H: 2.0083 5.9311 -1.7074
H: 0.2191 -2.7233 -1.1815
C: -3.3324 3.4042 5.1628
H: -1.2854 6.1339 5.5636
C: 0.5523 -4.8138 -1.1282
H: -4.8636 0.0882 -1.9152
C: 1.7719 0.2770 -1.1229
H: -0.0491 -6.9886 -3.6149
O: -3.2446 6.9895 0.5424
H: -2.1928 -11.7831 3.3852
O: -2.1079 1.6295 -4.4007
C: -2.0532 6.9976 -0.2384
H: 0.8363 6.5255 -0.4621
H: 4.0916 2.1259 -0.2646
C: -3.3807 2.4455 3.9467
C: -2.8765 4.8653 4.8424
H: -3.6169 1.4221 4.2868
C: -0.0022 -6.0277 -3.1018
H: -3.7998 -12.4141 3.0600
H: -4.1268 4.8225 3.0290
H: -2.7653 3.0087 6.0116
H: 9.4493 1.1470 -1.5812
C: -3.4641 -8.2578 -0.8575
O: 9.6361 -0.8189 -1.0032
C: -0.4182 -4.8623 -3.7028
H: 3.1768 5.4909 0.8527
C: -4.0866 -6.9586 -1.3367
C: 3.6806 -1.0788 -3.4615
O: 2.3549 1.9588 0.9295
C: 0.8821 1.2592 -0.7432
C: 9.6057 0.5632 -0.6673
O: 0.0913 -1.3048 -4.0015
C: 0.3324 -0.4571 -2.9197
H: 5.4829 0.0510 -3.0091
H: 1.5283 4.7637 0.9675
H: 2.5173 7.1282 -0.5258
C: -0.3391 -3.6405 -3.0532
O: -1.9555 -2.2698 -4.0387
H: 0.8276 -6.9384 -1.2831
H: 4.6676 -0.5190 -1.5644
C: -3.9285 0.6585 -2.0127
H: -2.4423 -5.9224 -1.2490
H: -3.7055 -11.2472 0.9235
H: -4.6391 -10.0748 2.6756
H: -4.1361 -6.9345 -2.4315
H: -2.4420 -8.3566 -1.2335

Calculated values
- HOMO level: -0.2963 hartree
- ΔE to the lowest compared entry with this formula, charge and spin: 0.00 kcal/mol
- SMILES: CCCCON1c2cc(Br)c(CCC(C)C)cc2Sc2c1cc(CCCI)c(OC(=O)c1ccccc1)c2B(O)OC.CCO.CCO.CCO.CCO